{
  "formula": "C8H26O6",
  "method": "ωB97M-V/def2-TZVPD",
  "de_lowest_kcal_mol": 55.8,
  "total_charge": 0,
  "energy_ha": -771.71418,
  "smiles": "C=C(CC)C/C=C/C.O.O.O.O.O.O",
  "symbols": ["C", "C", "C", "C", "C", "C", "C", "C", "H", "H", "H", "H", "H", "H", "H", "H", "H", "H", "H", "H", "H", "H", "O", "H", "H", "O", "H", "H", "O", "H", "H", "O", "H", "H", "O", "H", "H", "O", "H", "H"],
  "positions_angstrom": [[0.65613, 1.64820, -1.28041], [1.08002, 0.40473, -1.00180], [2.18335, -0.29078, -1.76589], [3.48472, -0.34031, -0.96505], [0.70488, -0.37857, 0.19842], [-0.09117, -1.54873, -0.17108], [-0.90896, -2.26443, 0.60765], [-1.94330, -3.15531, 0.01604], [0.16004, 2.19973, -0.56389], [0.82305, 2.11675, -2.12977], [1.97051, -1.29579, -2.11158], [2.38093, 0.42019, -2.64789], [4.08698, -1.16025, -1.28283], [3.99865, 0.63582, -1.21991], [3.35605, -0.46538, 0.09728], [-0.06832, 0.22726, 0.83454], [1.48362, -0.32539, 0.90181], [0.00322, -1.81913, -1.21271], [-0.82596, -2.03799, 1.68810], [-2.97434, -2.72877, 0.20537], [-2.06522, -3.23743, -1.02424], [-1.96080, -4.19367, 0.41342], [-2.21240, 2.42363, 2.60126], [-2.68510, 1.52664, 2.67583], [-2.54182, 2.74466, 1.73143], [3.35936, 0.02347, 3.13797], [2.53203, -0.11576, 3.60085], [3.09228, 0.93505, 2.96494], [-2.59546, 1.14014, -3.00767], [-3.41813, 0.83187, -2.83247], [-2.33690, 2.14018, -2.99077], [-2.75525, -0.14837, 1.99786], [-1.85749, -0.08299, 1.61525], [-2.83862, -0.88007, 2.60214], [1.81907, 2.18150, 2.62484], [0.99139, 2.04100, 2.13032], [1.67412, 2.65541, 3.40219], [-1.43850, -1.03728, -4.01501], [-2.10894, -1.13178, -3.28291], [-1.27992, -0.11366, -4.10575]],
  "atomic_forces_ev_per_a": [[0.34, -3.85, 2.85], [0.66, 0.56, -0.43], [0.08, 1.75, -1.65], [0.26, 1.84, -0.61], [-2.98, 3.07, 1.77], [0.04, -1.89, 0.01], [0.90, 0.97, -0.67], [-2.12, -0.70, 2.14], [-1.57, 0.86, 1.44], [1.34, 2.04, -3.98], [-0.53, -0.04, -0.19], [-0.27, -1.54, 0.78], [0.60, -0.49, -0.43], [-0.14, -1.19, 0.86], [-0.05, 0.23, 0.40], [1.06, -0.25, -1.07], [1.51, -1.26, 0.82], [-0.44, 0.01, -0.32], [-0.59, -0.49, -0.52], [0.88, -0.37, 0.58], [1.11, 0.09, -1.68], [0.07, 0.63, -0.05], [-1.13, -1.10, -0.80], [0.99, 1.59, -0.18], [0.35, -0.19, 0.94], [-0.44, 0.27, 0.24], [-0.20, -1.24, 0.51], [0.81, 0.57, -0.85], [5.82, 3.60, -1.05], [-4.13, -0.10, 0.93], [-1.91, -3.02, 0.29], [-0.05, 0.79, -0.57], [-0.65, -0.56, 0.48], [0.43, -0.47, 0.09], [0.23, -1.23, -2.40], [0.35, 0.33, 0.64], [-0.88, 1.31, 1.78], [-0.95, -2.03, 0.97], [1.33, 0.46, -1.30], [-0.14, 1.06, 0.23]],
  "mulliken_charge": [-1.53, 0.79, -0.56, -1.08, 0.79, -0.36, 0.01, -1.43, 0.27, 0.48, 0.37, 0.33, 0.32, 0.26, 0.30, -0.76, 0.01, 0.21, 0.71, 0.22, 0.40, 0.32, -0.68, 0.38, 0.31, -0.64, 0.28, 0.37, -0.59, 0.25, 0.30, -0.74, 0.39, 0.32, -0.65, 0.32, 0.29, -0.60, 0.30, 0.32]
}